[1]
# C5H10O

2 unconnected molecules or ions with the total composition C5H10O (wB97M-V/def2-TZVPD, the Open Molecules 2025 dataset).

CARTESIAN COORDINATES (ANGSTROEM)
H -1.968459 0.289250 -1.609275
C 2.158375 -0.255370 0.431556
H 2.306204 0.826968 0.415145
H 1.087989 -0.781329 0.832027
H -2.624301 -0.888386 -0.367609
C -0.593336 -0.191304 0.217067
C 0.399483 -0.024735 -0.814545
H -2.098548 0.773273 1.456493
H 0.538109 0.910588 -1.359979
H 0.674615 -0.930101 -1.344212
H 2.706906 -0.725865 -0.387129
H -1.392099 1.931116 0.214792
C -1.593488 0.901152 0.503631
H 2.648511 -0.600735 1.356789
O -0.298217 -1.169741 1.037497
C -1.951745 -0.064776 -0.582246

Forces on atoms 1 to 2 (eV/Å):
H 0.0 0.0 0.2
C 0.2 0.1 -0.1

Results
Orbital gap (alpha / beta) = 0.30689 / 0.30686 hartree
E_HOMO (alpha / beta) = -0.30782 / -0.30781 hartree
Relative energy (zero: lowest compared OMol25 entry of this formula, charge and spin) = 5.271 eV
Multiplicity = 1



[2]
# C5H10O

C5H10O in the gas phase in a non-equilibrium geometry (wB97M-V/def2-TZVPD, the Open Molecules 2025 dataset).

CARTESIAN COORDINATES (ANGSTROEM)
H 1.240817 0.355501 -1.170927
H 0.288161 -1.772222 -1.032166
C 0.585626 0.252837 -0.283952
H 0.593376 2.357498 0.102141
H -2.127124 -1.782996 -1.250091
H -0.691110 1.973120 -1.025978
C 1.419019 -0.144355 0.989910
H -2.332039 -0.172534 -0.379421
O -0.956656 -1.428984 0.597299
H 0.935999 -0.677808 1.839284
C -0.155366 1.595245 -0.137130
H -0.873972 1.546921 0.685249
H 1.811398 0.773106 1.421127
C -0.249360 -0.961125 -0.532162
H 2.222311 -0.826997 0.687707
C -1.697809 -1.032169 -0.578770

Forces on atoms 1 to 2 (eV/Å):
H 0.1 -0.1 0.6
H -0.1 0.2 -0.1

Results
Orbital gap = 0.41202 hartree
E_HOMO = -0.37101 hartree
Relative energy (zero: lowest compared OMol25 entry of this formula, charge and spin) = 1.663 eV
Multiplicity = 1



[3]
# C5H10O

C5H10O in the gas phase in a non-equilibrium geometry (wB97M-V/def2-TZVPD, the Open Molecules 2025 dataset).

CARTESIAN COORDINATES (ANGSTROEM)
C -1.526968 0.240429 0.532835
H -0.459741 -2.155867 -0.525488
H -1.943664 0.830530 -0.301132
C 1.077677 -0.223540 0.969491
H -2.190897 -0.618892 0.666733
H -1.500648 0.876670 1.415497
H 0.860759 -0.090513 2.028834
H 1.847717 -0.945713 0.746379
C -0.135518 -1.202135 -0.990850
O 1.206289 1.237161 -1.145257
C 1.018313 1.076602 0.243150
H 0.364656 1.667824 -1.363179
C -0.142694 -0.158999 0.155988
H 1.569908 1.891303 0.770027
H 0.850686 -1.391744 -1.422855
H -0.843636 -1.011957 -1.807034

Forces on atoms 1 to 2 (eV/Å):
C -0.1 0.0 0.3
H 0.1 0.5 0.0

Results
Orbital gap = 0.33294 hartree
E_HOMO = -0.29854 hartree
Relative energy (zero: lowest compared OMol25 entry of this formula, charge and spin) = 3.479 eV
Multiplicity = 1



[4]
# C5H10O

A molecular structure, C5H10O (wB97M-V/def2-TZVPD, the Open Molecules 2025 dataset).

CARTESIAN COORDINATES (ANGSTROEM)
H -0.985916 0.123472 1.664521
C 0.898081 -0.105264 0.461003
H -1.355304 1.621937 -0.394495
C -1.435589 0.530127 -0.431005
H 0.974425 1.335040 -1.167052
H 1.423180 -0.261303 1.417563
H -1.085687 0.194440 -1.414288
H -2.494760 0.263746 -0.344760
H 1.583758 1.908915 0.398535
O 0.848176 -1.364024 -0.243343
H 2.563281 0.802014 -0.578694
C 1.540080 1.046187 -0.277029
H -1.130272 -2.116569 -0.319735
C -0.629258 -0.149540 0.666377
H -0.310624 -2.259724 1.270841
C -0.423624 -1.639428 0.369488

Forces on atoms 1 to 2 (eV/Å):
H 0.0 -0.1 -0.1
C 0.2 0.4 0.1

Results
Orbital gap = 0.39375 hartree
E_HOMO = -0.35250 hartree
Relative energy (zero: lowest compared OMol25 entry of this formula, charge and spin) = 1.103 eV
Multiplicity = 1



[5]
# C5H10O

C5H10O in the gas phase in a non-equilibrium geometry (wB97M-V/def2-TZVPD, the Open Molecules 2025 dataset).

CARTESIAN COORDINATES (ANGSTROEM)
H -0.312857 -2.349607 1.410121
H 1.907984 0.489431 -1.441184
H -0.088697 -1.032517 2.562009
H -0.869302 1.103550 1.134715
C 1.345466 -0.433490 -1.282935
H 1.909564 -1.300908 -1.623865
C -0.175223 -0.503732 0.428839
H 0.386058 -0.396838 -1.800452
C -0.892720 0.818386 0.052649
C -0.230588 1.826428 -0.694469
O 1.103136 -0.663935 0.110827
H -1.668205 -1.247561 1.757599
C -0.582896 -1.307891 1.620212
H -1.940720 0.632367 -0.205492
H 0.747261 2.185650 -0.395189
H -0.638261 2.180667 -1.633387

Forces on atoms 1 to 2 (eV/Å):
H -0.1 0.1 0.1
H 0.0 -0.2 0.0

Results
Orbital gap (alpha / beta) = 0.25365 / 0.31026 hartree
E_HOMO (alpha / beta) = -0.23355 / -0.27750 hartree
Relative energy (zero: lowest compared OMol25 entry of this formula, charge and spin) = 4.441 eV
Multiplicity = 1



[6]
# C5H10O

C5H10O in the gas phase (wB97M-V/def2-TZVPD, the Open Molecules 2025 dataset).

CARTESIAN COORDINATES (ANGSTROEM)
H -2.043267 -1.591541 0.307709
H 0.626763 -1.649342 0.403961
C 0.713237 -0.558179 0.355813
C -0.609460 1.491740 -0.405476
H -2.798818 -0.049784 -0.022698
H -1.906653 -0.278874 1.491439
H 0.736609 -0.206169 1.395732
C -0.600063 -0.022620 -0.274087
H 2.297923 0.844568 -0.278704
H 2.233849 -0.626264 -1.264807
C 2.095623 -0.228265 -0.253003
H -1.612927 1.922371 -0.611896
H 2.873146 -0.692004 0.372177
H -0.785369 -0.423759 -1.275917
O 0.342884 2.229134 -0.296691
C -1.902528 -0.508439 0.425136

Forces on atoms 1 to 2 (eV/Å):
H 0.3 0.3 0.1
H -0.1 0.1 0.1

Results
Orbital gap = 0.38938 hartree
E_HOMO = -0.35506 hartree
Relative energy (zero: lowest compared OMol25 entry of this formula, charge and spin) = 0.537 eV
Multiplicity = 1



[7]
# C5H10O

A molecular structure, C5H10O in a non-equilibrium geometry (wB97M-V/def2-TZVPD, the Open Molecules 2025 dataset).

CARTESIAN COORDINATES (ANGSTROEM)
H -3.107855 -0.515827 -1.093392
O 0.190258 0.563167 -0.778355
H -2.154449 -0.842979 1.237304
H 1.766760 0.929556 1.594029
C 2.587468 -0.016560 -0.164982
C -2.310714 0.160355 -0.763653
C -0.885941 -0.340731 -0.593697
C 1.688993 0.091532 0.922309
H 2.421576 -0.878949 -0.787549
H -1.426745 0.848007 1.153758
H -0.797262 -1.421713 -0.808448
H 1.086269 -0.749327 1.244141
C -1.747843 -0.041958 0.617721
H -2.398561 1.179275 -1.122342
H 3.618429 0.195860 0.086551
H 1.469616 0.840297 -0.743391

Forces on atoms 1 to 2 (eV/Å):
H 0.5 0.2 0.0
O 0.0 0.4 0.7

Results
Orbital gap (alpha / beta) = 0.29720 / 0.29717 hartree
E_HOMO (alpha / beta) = -0.30420 / -0.30418 hartree
Relative energy (zero: lowest compared OMol25 entry of this formula, charge and spin) = 6.020 eV
Multiplicity = 1



[8]
# C5H10O

2 unconnected molecules or ions with the total composition C5H10O in a non-equilibrium geometry (wB97M-V/def2-TZVPD, the Open Molecules 2025 dataset).

CARTESIAN COORDINATES (ANGSTROEM)
H -0.221052 -0.895626 -1.756404
H 0.810462 -1.944026 -0.199659
H 0.865314 2.141858 0.466225
H 1.836632 0.961725 1.474436
C 0.798143 0.023070 -0.278088
C -0.075406 0.078277 -1.405988
O -2.072092 -0.776279 1.934788
H -2.062883 -0.852264 2.875536
H -1.492244 0.003600 1.800767
H -0.586149 2.135968 -1.798362
H 2.087696 -1.278630 0.854701
H 2.359474 -1.270268 -0.845847
C -0.995578 1.084548 -1.650389
H -2.015591 0.964270 -1.838507
C 1.657555 -1.204478 -0.101627
C 1.114466 1.059187 0.684226

Forces on atoms 1 to 2 (eV/Å):
H -0.7 -1.4 -0.9
H 1.6 -0.4 0.1

Results
Charge = +1
Orbital gap (alpha / beta) = 0.31013 / 0.26675 hartree
E_HOMO (alpha / beta) = -0.54678 / -0.54942 hartree
Relative energy (zero: lowest compared OMol25 entry of this formula, charge and spin) = 1.475 eV
Multiplicity = 2